1.
13
Properties=species:S:1:pos:R:3:nbo_charge:R:1 method="wB97M-V/def2-TZVPD" gap_ev=6.958 total_charge=+1 lumo_energy_ev=-6.22
C 0.0929 -0.4658 0.5710 -0.13
C -0.6653 -1.5644 0.3868 -0.01
C 2.0033 -0.2176 0.2234 0.53
C 3.1606 -0.0646 -0.1890 -0.67
C -1.7799 0.3748 -0.7430 -0.16
C -0.8669 0.5811 0.4403 -0.12
N -1.7781 -0.5745 0.4072 -0.39
H 3.3870 0.5107 -1.0835 0.37
H 4.1834 -0.3038 0.1046 0.37
H -2.6373 0.9495 -0.6940 0.24
H -1.3753 0.0465 -1.6524 0.25
H -1.1304 1.4154 1.1234 0.26
H -2.5940 -0.6874 1.1050 0.47

=====

2.
13
Properties=species:S:1:pos:R:3:nbo_charge:R:1 method="wB97M-V/def2-TZVPD" smiles="C=C=C=[N+]=C=CC" gap_ev="7.498 / 7.491" total_charge=+1 lumo_energy_ev="-6.12 / -6.12"
C -3.1080 -2.6393 1.1536 -0.20
C -2.1658 -1.7744 0.9585 -0.03
C -1.2102 -1.0140 0.7342 0.36
N -0.4331 -0.1001 0.4259 -0.35
C 0.2839 0.7977 -0.1922 0.42
C 1.2560 1.6745 -0.9525 -0.08
C 2.6956 1.7700 -0.7201 -0.68
H -3.1295 -3.4110 1.9255 0.26
H -3.9861 -2.6468 0.5728 0.25
H 0.6974 1.8032 -1.8091 0.25
H 2.9607 1.8176 0.3085 0.26
H 3.0824 2.7359 -1.0683 0.27
H 3.0567 0.9867 -1.3367 0.27

=====

3.
13
Properties=species:S:1:pos:R:3:mulliken_charge:R:1 method="wB97M-V/def2-TZVPD" gap_ev="8.038 / 5.429" total_charge=+1 lumo_energy_ev="-6.36 / -8.23"
C -0.7158 0.9864 2.0591 0.21
C -1.0650 2.1878 1.7842 -0.09
C 0.0820 -0.0989 2.5282 -0.16
C -0.3066 -0.2505 1.3248 0.29
C -0.4390 -0.6196 -0.0682 -0.21
C 0.7973 0.0095 -2.1347 -0.78
N 0.1400 0.3800 -0.9659 -0.29
H 0.3810 -0.5875 3.4265 0.38
H -0.0386 -1.7651 -0.1879 0.36
H -1.5896 -0.3684 -0.2043 0.31
H 0.1347 0.3277 -2.9531 0.33
H 1.5091 0.8232 -2.2943 0.33
H 1.1105 -1.0247 -2.3144 0.33

=====

4.
13
Properties=species:S:1:pos:R:3:nbo_charge:R:1 method="wB97M-V/def2-TZVPD" gap_ev=8.756 total_charge=+1 lumo_energy_ev=-5.51
C 0.8410 0.9588 -0.2661 0.11
C 0.7440 2.2810 -0.4696 -0.30
C -1.0508 -1.8048 0.4004 -0.39
C 1.3486 -0.4084 -0.1371 -0.21
C -1.1428 -0.3247 0.0153 0.19
C 0.3590 -1.0168 0.5866 0.25
N -0.1951 0.3175 0.7284 -0.29
H -0.0109 2.5833 0.3637 0.27
H 0.9559 2.7672 -1.4107 0.27
H -1.6454 -2.4191 1.1790 0.31
H -0.8354 -2.4671 -0.4354 0.27
H 2.3437 -0.5606 0.2435 0.27
H -1.7116 0.0937 -0.7979 0.26

=====

Top of the stability list: 2, leading by 2.082 eV.

=====

1.
56
Properties=species:S:1:pos:R:3:nbo_charge:R:1 method="wB97M-V/def2-TZVPD" smiles="CCCCc1nc2cc(/C=C/C(=O)NO)ccc2n1CCN(CC)CC" gap_ev=8.270 lumo_energy_ev=0.33
C -1.7488 -2.6110 -1.8927 -0.61
C -2.5975 -3.6621 -1.1897 -0.39
C -2.1357 -3.9579 0.2368 -0.39
C -2.2564 -2.7507 1.1723 -0.45
C -1.0686 -1.8543 1.0945 0.42
N 0.1223 -2.2498 0.7495 -0.51
C 0.9305 -1.1461 0.8429 0.16
C 2.2828 -1.0066 0.5824 -0.18
C 2.8650 0.2464 0.7622 -0.13
C 4.2690 0.4905 0.5160 -0.08
C 5.1993 -0.3934 0.1265 -0.32
C 6.5829 0.0338 -0.0640 0.59
O 7.0139 1.1735 0.0660 -0.66
N 7.4275 -0.9467 -0.4802 -0.32
O 8.7831 -0.6085 -0.5646 -0.55
C 2.0753 1.3290 1.2031 -0.18
C 0.7309 1.2066 1.4687 -0.23
C 0.1590 -0.0418 1.2795 0.12
N -1.1123 -0.5254 1.4477 -0.37
C -2.2636 0.2569 1.8028 -0.21
C -2.9156 0.8763 0.5505 -0.22
N -2.0453 1.8873 -0.0166 -0.47
C -1.7317 1.7029 -1.4197 -0.21
C -2.8863 1.9378 -2.4001 -0.64
C -2.4218 3.2327 0.3828 -0.21
C -1.3675 4.2759 0.0327 -0.62
H -1.8586 -1.6393 -1.4173 0.19
H -2.0481 -2.5150 -2.9346 0.21
H -0.6981 -2.8855 -1.8518 0.22
H -2.5539 -4.5913 -1.7621 0.20
H -3.6423 -3.3373 -1.1736 0.19
H -2.7434 -4.7736 0.6340 0.20
H -1.0937 -4.2764 0.2252 0.23
H -3.1681 -2.1944 0.9430 0.21
H -2.3363 -3.1049 2.2060 0.23
H 2.8543 -1.8564 0.2489 0.21
H 4.6086 1.5082 0.6701 0.22
H 4.9796 -1.4340 -0.0555 0.20
H 7.2845 -1.9370 -0.3740 0.39
H 8.7601 0.3576 -0.3799 0.50
H 2.5539 2.2882 1.3368 0.21
H 0.1460 2.0487 1.8022 0.22
H -2.9824 -0.3747 2.3309 0.21
H -1.9398 1.0548 2.4748 0.21
H -3.0853 0.0786 -0.1770 0.20
H -3.8962 1.2873 0.8295 0.19
H -1.3588 0.6808 -1.5336 0.20
H -0.9042 2.3705 -1.6652 0.20
H -3.2156 2.9736 -2.3703 0.20
H -3.7347 1.2987 -2.1632 0.20
H -2.5576 1.7119 -3.4109 0.22
H -2.5435 3.2130 1.4707 0.19
H -3.3933 3.5344 -0.0481 0.16
H -1.5861 5.2016 0.5600 0.22
H -1.3563 4.4886 -1.0327 0.21
H -0.3815 3.9281 0.3285 0.21

=====

2.
56
Properties=species:S:1:pos:R:3:nbo_charge:R:1 method="wB97M-V/def2-TZVPD" smiles="CCCCc1nc2cc(/C=C/C(=O)NO)ccc2n1CCN(CC)CC" gap_ev=8.343 lumo_energy_ev=0.28
C -0.5544 2.9310 5.4271 -0.61
C -0.9477 3.6932 4.1663 -0.39
C -1.0731 2.7970 2.9347 -0.38
C 0.2806 2.2504 2.4596 -0.45
C 0.1139 1.3974 1.2543 0.42
N 0.2395 1.8339 0.0351 -0.49
C -0.0224 0.7625 -0.7795 0.17
C -0.0275 0.6695 -2.1607 -0.18
C -0.3273 -0.5612 -2.7406 -0.13
C -0.3578 -0.7554 -4.1740 -0.08
C -0.1270 0.1566 -5.1292 -0.32
C -0.1963 -0.2241 -6.5384 0.59
O -0.4875 -1.3308 -6.9758 -0.66
N 0.0389 0.7896 -7.4117 -0.31
O 0.0923 0.4488 -8.7677 -0.55
C -0.6149 -1.6717 -1.9203 -0.20
C -0.6153 -1.5973 -0.5461 -0.20
C -0.3171 -0.3678 0.0222 0.09
N -0.2386 0.0697 1.3187 -0.37
C -0.3703 -0.7540 2.4875 -0.23
C 0.9843 -1.4268 2.8400 -0.22
N 1.1375 -1.9292 4.1778 -0.46
C 0.3813 -3.1123 4.5263 -0.20
C -1.0688 -2.9088 4.9852 -0.63
C 1.2602 -0.9386 5.2293 -0.21
C 2.5956 -0.1993 5.1645 -0.62
H 0.4427 2.5067 5.3380 0.20
H -1.2604 2.1254 5.6221 0.20
H -0.5576 3.5980 6.2858 0.22
H -0.2116 4.4749 3.9691 0.20
H -1.9102 4.1805 4.3370 0.21
H -1.7516 1.9695 3.1589 0.19
H -1.5128 3.3689 2.1155 0.22
H 0.9256 3.0868 2.1886 0.24
H 0.7595 1.6813 3.2570 0.21
H 0.1972 1.5389 -2.7551 0.21
H -0.5955 -1.7570 -4.5130 0.23
H 0.1162 1.1850 -4.9117 0.20
H 0.5208 1.6497 -7.2112 0.39
H -0.1699 -0.4991 -8.7472 0.50
H -0.8427 -2.6143 -2.3960 0.21
H -0.8385 -2.4644 0.0579 0.21
H -0.7053 -0.1374 3.3233 0.21
H -1.1319 -1.5106 2.2849 0.21
H 1.1554 -2.2543 2.1453 0.20
H 1.7747 -0.6914 2.6663 0.20
H 0.9271 -3.6132 5.3341 0.19
H 0.3954 -3.7764 3.6585 0.19
H -1.1113 -2.2404 5.8417 0.20
H -1.4876 -3.8675 5.2808 0.22
H -1.6888 -2.4965 4.1944 0.20
H 1.2145 -1.4748 6.1796 0.20
H 0.4374 -0.2047 5.2262 0.16
H 2.6537 0.4602 4.3022 0.20
H 3.4095 -0.9161 5.1038 0.22
H 2.7234 0.4033 6.0605 0.21

=====

Top of the stability list: 1, leading by 0.076 eV.

=====

1.
24
Properties=species:S:1:pos:R:3:nbo_charge:R:1 method="wB97M-V/def2-TZVPD" gap_ev=9.292 total_charge=+1 lumo_energy_ev=-3.02
C 0.9439 1.1951 -1.8917 -0.64
C 0.9042 -0.0726 -1.0443 -0.04
C 0.1611 0.1216 0.2557 -0.49
C 0.3870 -0.9851 1.3067 -0.57
S -0.7368 -2.3667 1.2127 0.20
C -2.2119 -1.6871 1.9791 -0.76
N 0.1404 -1.1739 -1.7664 -0.70
H 1.2710 0.9244 -2.8965 0.22
H 1.7103 1.8045 -1.4109 0.25
H 0.0645 1.8363 -1.8858 0.24
H 1.9349 -0.3347 -0.8419 0.23
H 0.3112 1.1092 0.7196 0.30
H -0.9241 0.2455 0.1275 0.22
H 1.3944 -1.3819 1.2075 0.23
H 0.4777 -0.4860 2.2694 0.25
H -1.8650 -1.1638 2.8670 0.23
H -2.8896 -2.4500 2.3649 0.26
H -2.8242 -1.1068 1.3027 0.22
H -0.1268 -1.9195 -1.0981 0.45
H -0.7068 -0.7581 -2.1490 0.44
H 0.7088 -1.6097 -2.4934 0.44
H 0.9269 3.6640 -0.0758 0.49
H 0.4033 3.5439 1.3757 0.49
O 0.5457 3.0512 0.5651 -0.96

=====

2.
24
Properties=species:S:1:pos:R:3:nbo_charge:R:1 method="wB97M-V/def2-TZVPD" gap_ev=9.305 total_charge=+1 lumo_energy_ev=-2.97
C 0.1762 -2.3905 0.8419 -0.67
C -1.0876 -1.5921 0.6854 0.00
C -1.1241 -0.3068 1.7261 -0.43
C -0.6836 0.9738 1.0900 -0.53
S 0.9646 0.8878 0.1841 0.17
C 1.1760 2.6628 0.3046 -0.75
N -1.1561 -1.0747 -0.8336 -0.78
H 0.1583 -3.3814 0.4924 0.24
H 0.1442 -2.5518 1.9468 0.25
H 1.1501 -1.8280 0.6206 0.25
H -1.9790 -2.2962 0.6847 0.23
H -2.0307 -0.3525 2.1919 0.24
H -0.3232 -0.5672 2.4775 0.23
H -1.4725 1.4852 0.4818 0.22
H -0.4593 1.8766 1.7868 0.26
H 0.8667 3.0580 1.2317 0.22
H 0.6406 3.1909 -0.5212 0.23
H 2.1517 2.9894 -0.0478 0.26
H -2.0736 -0.7234 -1.0039 0.42
H -0.3479 -0.4707 -1.4163 0.52
H -1.2378 -2.0028 -1.2706 0.42
H 1.5784 -0.0793 -3.2370 0.50
H 0.2985 -0.0065 -4.0311 0.49
O 0.6067 -0.1381 -3.1732 -0.96

=====

Top of the stability list: 1, leading by 1.288 eV.

=====

1.
16
Properties=species:S:1:pos:R:3:nbo_charge:R:1 method="wB97M-V/def2-TZVPD" gap_ev="6.827 / 9.248" lumo_energy_ev="-2.26 / -0.09"
C -1.6595 -0.7600 0.7734 -0.44
C -2.3065 0.4107 0.0699 -0.44
C -0.9553 -0.0822 -0.3374 0.10
C 3.3828 -0.7346 0.2011 -0.50
O 0.0004 2.0016 1.1397 -0.87
O 0.6735 1.7345 -1.2350 -0.89
O -0.6528 -0.6899 -1.5130 -0.67
S 0.4817 1.1268 0.0825 1.74
H -1.2900 -0.5898 1.7735 0.24
H -2.0425 -1.7542 0.5978 0.24
H -3.1259 0.2299 -0.6084 0.23
H -2.3609 1.3497 0.5996 0.25
H 3.2244 -1.0329 -0.8106 0.17
H 3.9458 0.1503 0.4058 0.17
H 3.0526 -1.3577 1.0029 0.17
H -0.3679 -0.0023 -2.1419 0.50

=====

2.
16
Properties=species:S:1:pos:R:3:nbo_charge:R:1 method="wB97M-V/def2-TZVPD" gap_ev=11.288 lumo_energy_ev=0.58
C 0.2472 -1.3515 -0.1321 -0.68
C -0.2770 0.0006 0.2671 0.26
C -0.9075 0.5104 1.5210 -0.63
C -0.9483 0.6929 -0.9806 -0.65
O 3.0407 -0.6513 0.1816 -0.90
O 1.8443 -0.3344 -1.9269 -0.93
O 1.0738 0.8534 0.1704 -0.72
S 1.7917 -0.3563 -0.4919 2.35
H 0.3500 -2.1189 0.6758 0.25
H 0.0991 -1.8297 -1.0618 0.27
H -0.9784 1.5548 1.5722 0.24
H -0.2382 0.1429 2.2765 0.22
H -1.8129 0.1719 1.7343 0.22
H -0.8107 1.7503 -0.9472 0.23
H -2.0677 0.5844 -0.8871 0.21
H -0.4063 0.3804 -1.9714 0.25

=====

3.
16
Properties=species:S:1:pos:R:3:nbo_charge:R:1 method="wB97M-V/def2-TZVPD" smiles="CS(=O)(=O)C1=CC1.O" gap_ev=10.784 lumo_energy_ev=0.54
C -2.5664 -0.2273 -0.7513 -0.83
S -0.7503 -0.5421 -1.0335 2.14
O -0.6401 -1.7703 -1.7859 -0.93
O -0.1063 0.6190 -1.6273 -0.94
C 0.0090 -0.8267 0.5186 -0.36
C 0.0757 -0.8201 1.8359 -0.14
C 1.4324 -1.0496 1.1184 -0.35
H -2.8111 0.4853 -1.4707 0.25
H -3.0924 -1.1676 -1.1382 0.27
H -2.5166 0.2047 0.2870 0.25
H -0.6113 -0.9549 2.6703 0.24
H 2.0226 -0.2307 1.1144 0.20
H 1.9023 -2.0061 1.0951 0.20
O 2.7866 1.0175 -1.3972 -0.94
H 1.9702 1.0729 -1.8271 0.48
H 3.0652 0.1837 -1.6363 0.45

=====

Top of the stability list: 2, leading by 2.025 eV.

=====

1.
13
Properties=species:S:1:pos:R:3:nbo_charge:R:1 method="wB97M-V/def2-TZVPD" smiles="C=[S@](C)(=O)OC=O" gap_ev=9.850 lumo_energy_ev=0.44
C 0.9912 0.3821 1.4782 -0.99
S 0.4062 0.4441 0.0243 2.00
C 1.4249 -0.4571 -1.1340 -0.81
O -0.0045 1.7544 -0.4279 -0.92
O -1.1160 -0.4630 -0.1674 -0.81
C -2.4229 -0.1285 0.0454 0.66
O -3.0799 -0.4938 0.9788 -0.53
H 1.4328 -0.5630 1.6634 0.23
H 0.5650 0.7611 2.4034 0.27
H 2.2107 0.1850 -1.3983 0.26
H 1.6634 -1.4371 -0.7508 0.26
H 0.7768 -0.5801 -2.0370 0.27
H -2.8476 0.5957 -0.6783 0.11

=====

2.
13
Properties=species:S:1:pos:R:3:nbo_charge:R:1 method="wB97M-V/def2-TZVPD" gap_ev=9.180 lumo_energy_ev=0.28
C -2.5939 -0.8325 0.1212 0.64
C 1.1183 1.1232 -0.6156 -0.69
C 1.2548 -0.2460 -0.1931 -0.43
O -1.5737 -1.5100 0.2184 -0.62
O -2.9549 -0.0262 1.0679 -0.65
O 3.7520 0.0506 0.3625 -0.94
S 2.6699 -0.9579 0.3575 1.10
H -3.1909 -0.9165 -0.7048 0.13
H 0.3183 1.5686 -0.1667 0.22
H 2.0812 1.4662 -0.3048 0.25
H 1.1017 1.1902 -1.7013 0.24
H -2.3871 -0.0112 1.7863 0.50
H 0.4042 -0.8984 -0.2275 0.24

=====

Top of the stability list: 2, leading by 1.628 eV.

=====

1.
25
Properties=species:S:1:pos:R:3:nbo_charge:R:1 method="wB97M-V/def2-TZVPD" gap_ev=7.501 lumo_energy_ev=-0.42
O -0.1352 0.7717 4.0409 -0.53
C 0.0782 1.5855 3.1371 0.72
O 0.4256 2.8845 3.3143 -0.47
C 0.2870 3.5886 2.0616 -0.07
C 0.2534 2.5397 0.9643 -0.50
C -0.0459 1.2823 1.6943 0.08
N -0.3760 0.1300 1.1619 -0.18
N -0.5422 0.0744 -0.1805 -0.42
C -0.3331 -1.0486 -0.9950 0.12
C -0.6045 -1.0055 -2.3680 -0.25
C -0.3584 -2.0893 -3.1830 -0.24
C 0.1568 -3.2658 -2.6743 -0.21
C 0.4050 -3.3821 -1.3097 -0.25
C 0.1825 -2.2521 -0.4753 0.27
O 0.5252 -2.3330 0.8417 -0.67
H 1.1514 4.2810 1.9753 0.20
H -0.6498 4.1499 2.0720 0.19
H -0.5025 2.7398 0.1994 0.22
H 1.2448 2.4666 0.4795 0.24
H -0.8894 0.9191 -0.6448 0.38
H -1.0183 -0.1309 -2.8398 0.21
H -0.6208 -1.9833 -4.2467 0.22
H 0.2810 -4.1518 -3.3118 0.22
H 0.8135 -4.3030 -0.9523 0.23
H 0.2719 -1.4677 1.2390 0.50

=====

2.
25
Properties=species:S:1:pos:R:3:nbo_charge:R:1 method="wB97M-V/def2-TZVPD" smiles="O=c1cc2n(c(=O)[nH]1)[C@@]1(C=C2)CCCO1" gap_ev=9.068 lumo_energy_ev=-0.20
O -4.6137 -0.3966 -0.0454 -0.58
C -3.4179 -0.1710 -0.0098 0.64
C -2.7884 1.1639 -0.1839 -0.35
C -1.4326 1.2395 -0.0550 0.23
N -0.5857 0.1359 0.1345 -0.46
C -1.1523 -1.1077 0.2694 0.81
O -0.5392 -2.1780 0.4365 -0.65
N -2.5516 -1.2260 0.0952 -0.63
C 0.7886 0.4717 -0.0590 0.37
C 0.7596 1.9837 -0.1302 -0.12
C -0.5210 2.4034 -0.0303 -0.21
C 1.7183 -0.1127 0.9932 -0.44
C 2.7499 -0.9007 0.2113 -0.40
C 1.9185 -1.1976 -1.0228 -0.10
O 1.1942 -0.0398 -1.3665 -0.50
H -3.3718 2.0141 -0.3045 0.24
H -2.6873 -2.1872 -0.0413 0.44
H 1.4841 2.6921 -0.2158 0.22
H -0.8607 3.3709 -0.1354 0.22
H 1.1859 -0.8338 1.6092 0.24
H 2.1736 0.5435 1.5932 0.22
H 3.6135 -0.2973 -0.0196 0.20
H 3.0246 -1.8914 0.6567 0.22
H 2.6162 -1.4725 -1.7710 0.19
H 1.2953 -2.0064 -0.6088 0.21

=====

3.
25
Properties=species:S:1:pos:R:3:nbo_charge:R:1 method="wB97M-V/def2-TZVPD" smiles="N[C@@H]1C=Cc2ccccc2[C@@]1(O)[N+](=O)[O-]" gap_ev=8.727 lumo_energy_ev=-0.16
N -2.8933 1.3529 0.1963 -0.81
C -1.5465 1.0680 0.5421 -0.09
C -0.5762 2.1617 0.2361 -0.17
C 0.7245 1.9614 0.0498 -0.18
C 1.3267 0.6569 -0.0101 -0.11
C 2.6644 0.3513 0.0123 -0.17
C 3.1865 -0.9231 0.0570 -0.21
C 2.2644 -1.9878 0.1592 -0.19
C 0.9386 -1.7896 -0.1470 -0.23
C 0.5344 -0.4571 -0.1362 0.01
C -1.0653 -0.1821 -0.3431 0.32
O -1.4201 0.0554 -1.6478 -0.67
N -1.7608 -1.2527 0.3773 0.49
O -1.5035 -1.5125 1.5250 -0.36
O -2.7574 -1.7141 -0.2002 -0.42
H -3.0488 1.8044 -0.6467 0.37
H -3.3664 0.3667 0.1904 0.37
H -1.5238 0.6609 1.5575 0.23
H -1.0624 3.1055 0.2198 0.22
H 1.5639 2.6921 -0.0173 0.22
H 3.4104 1.2192 0.0551 0.21
H 4.2314 -1.1395 0.2064 0.22
H 2.7936 -2.9788 0.1225 0.22
H 0.2838 -2.6558 -0.3037 0.23
H -1.3981 -0.8633 -2.0548 0.49

=====

Top of the stability list: 2, leading by 0.851 eV.